{
  "formula": "C47H45Cl5N5O7Sn",
  "method": "ωB97M-V with the def2-TZVPD basis set",
  "homo_energy_ev": -2.8,
  "e_above_lowest_ev": 33.293,
  "homo_lumo_gap_ha": 0.1645,
  "e_tot_ha": -5132.5816,
  "max_force_ha_per_bohr": 0.2009,
  "spin_multiplicity": 1,
  "charge": -1,
  "elements": ["Sn", "C", "O", "C", "C", "C", "C", "C", "C", "O", "C", "O", "C", "H", "H", "H", "H", "H", "H", "H", "H", "H", "C", "O", "C", "C", "C", "C", "C", "C", "N", "C", "N", "C", "C", "C", "C", "C", "C", "O", "C", "N", "C", "C", "C", "C", "C", "C", "O", "C", "H", "H", "H", "H", "H", "H", "H", "H", "H", "H", "H", "H", "H", "H", "H", "H", "H", "H", "H", "H", "H", "H", "Cl", "C", "C", "C", "Cl", "C", "Cl", "C", "Cl", "C", "Cl", "C", "C", "N", "C", "C", "C", "O", "C", "C", "C", "C", "N", "C", "H", "H", "H", "H", "H", "H", "H", "H", "H", "H", "H", "H", "H", "H"],
  "coordinates": [[0.8239, 0.6042, -0.7544], [-6.8277, -2.6095, 1.9109], [-6.1386, -1.9495, 2.9596], [-4.8832, -1.5086, 2.6917], [-4.3437, -0.5776, 3.5769], [-3.1086, -0.0154, 3.3241], [-2.3765, -0.3487, 2.1835], [-1.1874, 0.4564, 1.7621], [-0.2705, 0.9853, 2.8115], [-1.1363, 0.8179, 0.5898], [-2.9199, -1.3188, 1.3685], [-2.1293, -1.7294, 0.2759], [-4.1330, -1.9274, 1.6024], [-7.8730, -2.6315, 2.2083], [-6.4703, -3.6346, 1.7805], [-6.7250, -2.0603, 0.9711], [-4.9334, -0.2750, 4.4316], [-2.7232, 0.7498, 3.9847], [-0.4146, 0.4990, 3.7736], [-0.4229, 2.0650, 2.8984], [0.7555, 0.8356, 2.4623], [-4.5056, -2.6709, 0.9101], [8.2102, -0.3648, 1.3195], [6.9384, -0.9052, 1.6101], [6.5119, -1.9346, 0.8220], [7.3641, -2.8963, 0.3081], [6.8630, -3.9622, -0.4373], [5.5009, -4.0617, -0.6555], [4.6404, -3.0847, -0.1679], [5.1229, -1.9865, 0.5575], [4.3749, -0.8700, 0.8398], [3.1339, -0.8316, 1.2172], [2.5559, -1.9918, 1.7826], [1.3143, -2.5562, 1.4817], [0.2184, -1.8271, 1.0305], [-0.8502, -2.5736, 0.7790], [-1.0753, -3.9205, 0.9330], [0.0321, -4.6352, 1.3821], [1.2176, -3.9583, 1.6520], [2.3592, -4.5796, 2.0857], [2.4086, -5.9855, 2.0546], [2.3899, 0.3073, 1.2000], [2.9998, 1.1344, 0.2494], [5.1416, 2.2314, -0.4205], [5.9386, 3.1414, -1.1863], [5.8616, 2.7429, -2.5327], [4.8508, 1.5913, -3.1953], [3.9466, 0.9289, -2.1196], [3.3334, -0.2545, -2.5259], [3.5836, -0.8691, -3.7659], [8.2169, 0.6427, 1.7312], [8.3763, -0.3060, 0.2406], [9.0146, -0.9492, 1.7793], [8.4309, -2.8194, 0.4771], [7.5423, -4.7039, -0.8383], [5.1022, -4.8922, -1.2265], [3.5827, -3.1253, -0.3986], [4.4666, 0.6263, -0.4666], [3.2609, -2.7016, 1.9210], [-2.6561, -2.2850, -0.3205], [-2.0156, -4.4185, 0.7163], [-0.0427, -5.7046, 1.5150], [3.4342, -6.2532, 2.2984], [2.1599, -6.3746, 1.0629], [1.7383, -6.4311, 2.7968], [5.7888, 1.9238, 0.4194], [6.6487, 3.8503, -0.7865], [6.5396, 3.1612, -3.2732], [5.4193, 0.9366, -3.8477], [2.9338, -1.7426, -3.7808], [4.6262, -1.1975, -3.8409], [3.3348, -0.2158, -4.6052], [-1.6190, 3.8418, 0.8795], [-0.1439, 3.7823, -1.7947], [0.8310, 2.9768, -1.2423], [3.0812, 2.8317, -1.2257], [3.8479, 1.6363, -0.8201], [2.1097, 3.7360, -1.4436], [3.6624, 2.4667, -4.2969], [1.8062, 5.0035, -1.9874], [2.9340, 6.2653, -2.3225], [0.4449, 5.0253, -2.1948], [-0.4565, 6.3731, -2.8301], [-7.2265, 3.7067, -1.0318], [-6.5319, 2.6054, -1.8240], [-6.2089, 1.4234, -1.0350], [-7.3222, 0.5756, -0.6191], [-7.5787, 0.6768, 0.8812], [-4.9545, 0.9272, -0.8355], [-4.7834, -0.2351, -0.4735], [-3.7848, 1.8273, -1.0513], [-3.6928, 3.0526, -0.5348], [-2.4569, 3.8726, -0.7263], [-1.5869, 3.3848, -1.9110], [-1.6285, 1.9430, -2.1562], [-2.6259, 1.2744, -1.7681], [-7.3454, 4.5848, -1.6677], [-6.6359, 3.9939, -0.1620], [-8.2134, 3.3920, -0.6893], [-5.6142, 2.9894, -2.2589], [-7.1833, 2.2925, -2.6467], [-7.0766, -0.4562, -0.8731], [-8.2058, 0.8740, -1.1847], [-6.7136, 0.3022, 1.4297], [-8.4543, 0.0875, 1.1594], [-7.7477, 1.7136, 1.1734], [-4.4533, 3.4529, 0.1269], [-2.6849, 4.9256, -0.8728], [-2.0085, 3.8671, -2.8052], [-2.6255, 0.2026, -1.9593]],
  "atomic_forces_ev_per_a": [[0.5003, 1.1829, -0.8397], [0.0133, -0.0208, 0.0346], [-0.0768, -0.0210, -0.0225], [0.2501, 0.0429, 0.0326], [-0.0588, 0.0834, 0.0313], [-0.0279, -0.0056, -0.0607], [0.0191, 0.1709, -0.0991], [-0.2197, 0.0282, 0.1320], [0.1494, -0.0330, -0.0997], [0.0530, 0.1099, 0.2813], [0.0535, 0.1464, 0.2321], [-0.6525, -0.2148, -0.0464], [-0.0589, -0.2313, -0.0190], [-0.0078, -0.0350, -0.0121], [0.0241, 0.0097, -0.0081], [0.0070, -0.0358, 0.0116], [0.0062, 0.0011, 0.0103], [0.0083, -0.0243, 0.0309], [0.0239, -0.0061, 0.0035], [-0.0687, -0.0116, -0.0025], [0.0181, -0.0251, 0.0629], [-0.0021, 0.0310, 0.0079], [-0.0376, -0.0131, 0.0246], [0.0109, 0.1562, -0.1735], [-0.0595, -0.2380, 0.0577], [0.0336, -0.0004, -0.0042], [0.0308, -0.0371, 0.0185], [-0.0573, -0.0441, 0.0560], [0.1470, -0.0310, -0.0029], [-0.2115, 0.1601, -0.2571], [0.2235, 0.1310, 0.0019], [-1.0416, -0.4728, 0.9432], [0.1271, 0.0624, 0.1446], [0.2047, 0.0433, 0.0088], [-0.3951, 0.1089, 0.2007], [1.2281, -0.3179, 0.3139], [-0.5316, -0.0249, -0.3104], [0.1317, 0.0935, 0.0481], [-0.1168, 0.0140, -0.1207], [0.0043, 0.0138, 0.0436], [0.0542, -0.0177, 0.0436], [1.0813, -0.7198, -0.7363], [-4.0977, -2.5715, 3.9155], [7.7320, 4.7975, 4.4471], [-1.2041, -2.8431, -4.6714], [-0.2540, 0.1088, 0.2859], [0.4990, 2.3288, 2.8303], [2.9710, -2.8470, -9.4753], [-1.1440, -0.0461, 1.5113], [0.2332, 0.2170, 0.0313], [0.0410, -0.0150, 0.0396], [-0.0013, -0.0132, -0.0023], [0.0141, 0.0049, -0.0168], [-0.0079, 0.0055, 0.0556], [0.0008, -0.0018, 0.0008], [-0.0126, 0.0204, -0.0259], [0.0115, 0.0172, -0.0476], [2.5368, -5.4162, 1.9288], [-0.0293, 0.0052, 0.1151], [-0.0215, 0.1272, -0.0789], [0.0105, -0.0174, 0.0576], [0.0100, 0.0001, -0.0024], [-0.0061, -0.0269, -0.0129], [-0.0094, 0.0242, -0.0075], [-0.0313, 0.0170, -0.0189], [-0.9574, -0.8042, 0.3238], [0.0908, -0.0529, -0.0340], [-0.3401, 0.2207, -0.1907], [-0.0753, -0.1161, 0.0498], [0.0343, -0.0185, -0.0389], [-0.0154, -0.0345, -0.0390], [0.0443, -0.0007, -0.0084], [-0.0690, 0.1903, 0.0550], [-0.2279, -0.3091, 0.2006], [-0.2652, 0.5132, -0.3530], [-0.8335, 5.3465, -2.7456], [-3.7528, 3.1833, 1.9834], [-1.7625, -2.3848, 1.1592], [0.2601, 0.1672, -0.5852], [-0.1372, 0.0749, -0.1966], [-0.0669, -0.0093, -0.0643], [0.1975, 0.0367, -0.0338], [-0.0270, -0.0203, 0.0276], [0.0605, -0.0612, -0.0502], [0.0132, 0.1076, 0.0941], [-0.0316, -0.0596, 0.0596], [0.0761, -0.0222, 0.1336], [0.0242, 0.0179, -0.1109], [-0.0419, 0.0565, -0.0485], [-0.0145, 0.1003, -0.1658], [-0.0827, 0.1314, -0.1312], [0.0295, 0.1430, 0.0531], [0.1096, -0.3078, -0.0143], [0.3113, 0.1405, 0.1727], [-0.1141, 0.0057, -0.0211], [-0.0060, -0.0727, -0.1313], [-0.0742, 0.0121, 0.0273], [-0.0049, 0.0068, 0.0060], [-0.0017, 0.0170, 0.0166], [-0.0038, -0.0315, -0.0374], [0.0508, -0.0164, -0.0293], [-0.0796, -0.0046, -0.0973], [0.0260, 0.0218, -0.0258], [-0.0295, 0.0378, 0.0345], [0.0161, -0.0059, 0.0397], [-0.0326, -0.0099, 0.0237], [-0.0903, -0.0054, -0.0983], [-0.0448, -0.0213, -0.0670], [-0.1342, -0.0470, 0.0339], [-0.0481, 0.0002, 0.0035]],
  "mulliken_charge": [0.52, -0.62, -0.50, 0.19, -0.91, -1.13, 0.68, 0.15, -1.36, -0.05, -0.10, 0.13, 0.02, 0.26, 0.34, 0.12, 0.45, 0.51, 0.53, 0.38, 0.11, 0.39, -0.99, -0.42, -0.03, -0.30, -0.67, -1.35, 0.67, 0.02, -0.38, -0.28, -0.16, -0.08, 1.00, -0.29, -1.50, -0.91, 0.95, -0.43, -1.07, -0.72, 0.08, -0.15, -1.36, -0.67, -0.19, -0.05, 0.67, -1.08, 0.30, 0.39, 0.34, 0.34, 0.38, 0.42, 0.56, 0.98, 0.50, 0.79, 0.37, 0.40, 0.29, 0.42, 0.34, 0.32, 0.50, 0.41, 0.68, 0.25, 0.28, 0.35, -0.24, -1.19, 0.69, 0.58, -0.26, -0.44, -0.22, -0.26, -0.31, -0.20, -0.31, -1.14, -0.69, 0.36, -0.82, -0.81, -0.20, -0.61, 1.02, -0.95, 0.18, 0.09, -0.63, -0.67, 0.41, 0.26, 0.35, 0.39, 0.45, 0.31, 0.43, -0.02, 0.35, 0.40, 0.52, 0.74, 0.77, 0.59]
}